The following is a quantum chemistry calculation of the molecule C2H4N2O2, from the OMol25 dataset.

Structure (XYZ):
```
10
Properties=species:S:1:pos:R:3:forces:R:3
N 1.837 0.302 -0.001 0.1 0.0 0.1
C 0.633 -0.313 0.020 0.0 -0.1 -0.2
O 0.412 -1.392 -0.529 0.0 0.4 0.0
N -0.314 0.433 0.743 -0.3 0.0 -0.1
C -1.542 0.341 0.398 0.1 0.1 0.1
O -2.078 -0.329 -0.611 0.2 -0.1 0.0
H 2.628 -0.141 -0.437 -0.2 0.0 0.0
H 1.944 1.188 0.461 0.0 -0.1 0.0
H -2.290 0.893 0.966 0.1 -0.1 -0.1
H -1.372 -0.890 -1.003 0.0 0.0 0.2
```
Positions in Å, forces in eV/Å.

Values from the calculation:
* calculated total energy: -9214.699 eV
* LUMO level: 0.885 eV
* SMILES: NC(=O)/N=C\O
* molar mass: 88.1 g mol⁻¹

=====

The following is a quantum chemistry calculation of the molecule C2H4N2O2 at a distorted geometry, from the OMol25 dataset.

Structure (XYZ):
```
10
Properties=species:S:1:pos:R:3:forces:R:3
N 2.171 0.301 0.197 -0.7 -0.1 0.5
N 1.362 -0.749 -0.134 -2.8 -0.3 -1.2
C 0.089 -0.603 -0.393 3.4 -1.0 0.3
O -0.659 0.592 -0.285 0.9 -0.4 -1.1
C -1.964 0.344 -0.100 -1.6 1.1 1.7
O -2.352 -0.646 0.442 -0.4 -0.3 -0.6
H 2.841 -0.020 0.909 -0.6 0.5 -0.5
H 1.542 1.043 0.471 0.7 0.8 0.6
H -0.355 -1.501 -0.837 -0.4 0.7 0.5
H -2.675 1.238 -0.271 1.4 -1.1 -0.3
```
Positions in Å, forces in eV/Å.

Values from the calculation:
* calculated total energy: -9212.162 eV
* LUMO level: 0.882 eV
* SMILES: N/N=C\OC=O
* molar mass: 88.1 g mol⁻¹

=====

The following is a quantum chemistry calculation of the molecule C2H4N2O2, from the OMol25 dataset.

Structure (XYZ):
```
10
Properties=species:S:1:pos:R:3:forces:R:3
N -1.274 1.378 -0.075 -0.1 0.1 -0.1
C -0.169 0.786 -0.644 0.1 0.0 -0.2
O 0.187 1.000 -1.787 -0.2 -0.2 0.3
N 0.568 0.022 0.225 0.4 -0.3 0.0
C 1.119 -1.057 0.523 0.0 0.4 0.1
O 0.723 -2.333 0.373 -0.4 0.1 -0.3
H -1.526 2.269 -0.481 -0.1 -0.3 0.0
H -1.408 1.289 0.918 0.1 0.1 0.0
H 2.079 -1.041 1.035 0.0 -0.1 0.1
H -0.158 -2.374 -0.030 0.1 0.1 -0.1
```
Positions in Å, forces in eV/Å.

Values from the calculation:
* calculated total energy: -9213.865 eV
* LUMO level: 0.568 eV
* SMILES: NC(=O)/N=C\O
* molar mass: 88.1 g mol⁻¹

=====

The following is a quantum chemistry calculation of the molecule C2H4N2O2, from the OMol25 dataset.

Structure (XYZ):
```
10
Properties=species:S:1:pos:R:3:forces:R:3
N 1.815 0.103 -0.140 0.0 -0.1 0.3
C 0.518 -0.076 0.455 -0.2 0.0 0.4
O 0.299 -0.282 1.628 0.1 0.1 -0.7
N -0.478 0.051 -0.498 -0.1 0.0 -0.1
C -1.835 0.003 -0.209 -0.3 0.0 -0.2
O -2.682 0.134 -1.059 0.4 0.0 0.2
H 2.328 -0.771 -0.024 -0.1 0.1 -0.1
H 2.306 0.768 0.454 0.0 0.0 0.0
H -0.217 0.230 -1.461 0.0 0.0 0.2
H -2.054 -0.160 0.855 0.1 0.0 -0.1
```
Positions in Å, forces in eV/Å.

Values from the calculation:
* calculated total energy: -9214.623 eV
* LUMO level: 0.671 eV
* SMILES: NC(=O)NC=O
* molar mass: 88.1 g mol⁻¹

=====

The following is a quantum chemistry calculation of the molecule C2H4N2O2 at a distorted geometry, from the OMol25 dataset.

Structure (XYZ):
```
10
Properties=species:S:1:pos:R:3:forces:R:3
C -1.793 0.057 -0.035 -0.4 -3.2 0.6
C -0.603 -0.569 -0.050 1.6 1.1 -0.7
N 0.461 0.345 0.023 -0.3 3.4 0.7
N 1.771 0.044 0.042 -0.6 -2.1 -1.2
O 2.097 -1.138 0.037 -0.4 0.0 0.4
O 2.514 0.958 -0.082 1.6 2.0 0.4
H -2.626 -0.622 0.067 -0.4 0.1 -0.5
H -2.027 1.088 0.138 0.6 0.4 0.0
H -0.098 -1.590 -0.282 -2.0 1.4 0.7
H 0.305 1.428 0.143 0.5 -3.2 -0.4
```
Positions in Å, forces in eV/Å.

Values from the calculation:
* calculated total energy: -9209.286 eV
* LUMO level: 0.373 eV
* SMILES: C=CN[N+](=O)[O-]
* molar mass: 88.1 g mol⁻¹

=====

The following is a quantum chemistry calculation of the molecule C2H4N2O2 at a distorted geometry, from the OMol25 dataset.

Structure (XYZ):
```
10
Properties=species:S:1:pos:R:3:forces:R:3
O 1.710 -0.198 0.843 -0.4 0.0 -0.2
N 1.059 0.002 -0.409 0.0 -0.9 -0.1
N 0.193 1.062 -0.212 0.1 0.3 0.4
C -1.075 0.536 0.158 -0.1 -0.7 -0.4
C -1.056 -0.781 -0.057 0.1 0.8 0.3
O 0.149 -1.211 -0.529 0.7 0.8 0.1
H 2.480 -0.742 0.624 -0.2 0.1 -0.2
H 0.211 1.681 -1.015 0.0 -0.3 0.0
H -1.862 1.180 0.491 -0.1 0.0 0.2
H -1.808 -1.531 0.107 0.0 -0.1 0.0
```
Positions in Å, forces in eV/Å.

Values from the calculation:
* calculated total energy: -9209.518 eV
* LUMO level: 1.033 eV
* SMILES: ON1NC=CO1
* molar mass: 88.1 g mol⁻¹

=====

The following is a quantum chemistry calculation of a structure of composition C2H4N2O2 at a distorted geometry, from the OMol25 dataset.

Structure (XYZ):
```
10
Properties=species:S:1:pos:R:3:forces:R:3
C -0.927 -0.808 -0.043 1.8 2.5 -0.2
C 0.247 0.181 -0.275 -3.2 -1.1 -2.2
N -0.336 1.476 0.029 -1.3 0.0 1.4
N -2.061 -0.260 -0.030 0.8 -5.6 -0.4
O -3.213 -0.509 0.032 -2.7 -1.0 0.3
O -1.697 1.429 -0.020 4.7 7.8 0.7
H -0.633 -1.769 -0.157 0.0 -3.5 0.0
H 1.157 -0.067 0.155 1.5 -0.1 1.8
H 0.514 0.030 -1.350 -0.4 0.8 0.3
H 0.096 1.851 0.930 -1.2 0.2 -1.6
```
Positions in Å, forces in eV/Å.

Values from the calculation:
* calculated total energy: -9205.332 eV
* LUMO level (spin up / spin down): 0.690 / -1.663 eV
* ⟨S²⟩: 2.01
* molar mass: 88.1 g mol⁻¹
* multiplicity: 3

=====

The following is a quantum chemistry calculation of the molecule C2H4N2O2S at a distorted geometry, from the OMol25 dataset.

Structure (XYZ):
```
11
Properties=species:S:1:pos:R:3:forces:R:3
O -0.372 -1.356 2.422 -0.1 1.0 -1.4
S -0.137 -1.364 0.992 -0.1 -0.2 0.6
O -0.046 -2.683 0.433 -0.1 0.5 -0.8
C 1.208 -0.123 0.481 0.2 0.7 2.1
N 0.620 0.728 -0.486 -1.5 -0.9 -1.1
C -0.639 0.468 -0.759 2.8 1.7 -0.1
N -1.395 -0.356 0.031 -0.5 -2.8 -1.0
H 2.226 -0.550 0.149 -1.8 0.3 0.6
H 1.301 0.436 1.498 0.2 -1.0 -1.6
H -0.992 1.014 -1.659 -0.5 -0.6 0.9
H -2.031 -1.003 -0.591 1.5 1.4 1.8
```
Positions in Å, forces in eV/Å.

Values from the calculation:
* calculated total energy: -20047.263 eV
* LUMO level: 0.552 eV
* SMILES: O=S1(=O)CN=CN1
* molar mass: 120.1 g mol⁻¹

=====

The following is a quantum chemistry calculation of the molecule C2H4N2O2S at a distorted geometry, from the OMol25 dataset.

Structure (XYZ):
```
11
Properties=species:S:1:pos:R:3:forces:R:3
O 0.416 -2.377 1.062 0.5 0.7 0.4
N 1.120 -1.271 0.471 -1.1 -0.1 0.4
C 0.211 -0.293 -0.021 1.8 -1.2 -0.1
N -0.909 -0.127 0.527 -1.6 0.7 -0.5
O -1.655 0.853 -0.276 1.1 -0.7 0.8
C -0.697 1.749 -0.745 0.4 0.3 0.9
S 0.721 0.748 -1.362 -0.6 -0.2 0.5
H 0.559 -2.247 2.021 -0.1 -0.1 -0.7
H 1.693 -1.702 -0.236 0.1 0.3 -0.3
H -0.312 2.378 0.107 -0.3 -0.3 -0.9
H -1.148 2.289 -1.548 -0.1 0.6 -0.4
```
Positions in Å, forces in eV/Å.

Values from the calculation:
* calculated total energy: -20045.458 eV
* LUMO level: 0.546 eV
* SMILES: ONC1=NOCS1
* molar mass: 120.1 g mol⁻¹

=====

The following is a quantum chemistry calculation of the molecule C2H4N2O2S at a distorted geometry, from the OMol25 dataset.

Structure (XYZ):
```
11
Properties=species:S:1:pos:R:3:forces:R:3
O 1.389 -1.079 -0.924 3.2 -5.1 -1.3
N 1.124 -1.314 0.412 -2.8 1.9 0.7
C 0.010 -0.710 0.765 3.2 -2.7 2.5
C -1.009 -0.027 0.017 1.9 -0.2 0.6
S -2.407 -0.763 -0.246 -1.4 -0.4 -0.6
N -0.647 1.190 -0.334 -1.8 -0.5 -0.1
O 0.522 1.790 -0.074 0.9 1.2 1.5
H 2.034 -2.052 -1.138 -2.9 4.7 0.6
H -0.181 -0.813 1.855 0.1 -0.1 -0.8
H -1.203 1.441 -1.090 -0.7 2.0 -1.7
H 0.367 2.339 0.757 0.3 -0.9 -1.5
```
Positions in Å, forces in eV/Å.

Values from the calculation:
* calculated total energy: -20044.097 eV
* LUMO level: 0.365 eV
* SMILES: O/N=C\C(=S)NO
* molar mass: 120.1 g mol⁻¹

=====

Taking the records one at a time from the top gives energy above the lowest of the compared OMol25 structures with the same formula, charge and spin values of 50.6; 295.3; 131.0; 57.9; 572.8; 550.4; 440.9; 214.1; 388.4; 519.7 kJ/mol.